Below is a cluster of 2 separate species, C9H14Br2F3N3O2 in total in a non-equilibrium geometry, with properties calculated with ωB97M-V/def2-TZVPD.

Structure (XYZ):
```
33
Properties=species:S:1:pos:R:3:nbo_charge:R:1
N 2.0177 1.3972 1.6588 -0.76
C 1.7776 0.2097 1.1237 0.67
N 1.7598 -0.0158 -0.1746 -0.52
C 1.4166 -1.4477 -0.3623 -0.23
C 0.8847 -1.8723 0.9945 -0.06
C -0.6109 -2.0970 1.1950 -0.42
C -1.4745 -0.8757 1.5728 -0.48
C -2.4101 -0.4242 0.4794 0.26
F -3.1459 -1.4727 0.0442 -0.33
Br -1.3683 0.2067 -1.0486 0.08
C -3.4116 0.7180 0.8796 0.61
F -4.5484 0.5386 0.2107 -0.31
F -2.9447 1.9238 0.5715 -0.31
Br -3.8621 0.7446 2.7728 0.00
N 1.5333 -0.8836 1.8823 -0.57
H 2.2757 1.4553 2.6258 0.41
H 1.9956 2.2424 1.1135 0.45
H 2.6486 0.1964 -0.6284 0.47
H 0.7710 -1.5966 -1.2162 0.25
H 2.3453 -1.9512 -0.6096 0.21
H 1.3472 -2.8346 1.1960 0.22
H -0.7052 -2.8183 1.9971 0.22
H -0.9931 -2.5779 0.3017 0.25
H -2.0396 -1.1561 2.4504 0.25
H -0.8473 -0.0378 1.8579 0.22
H 1.0935 -0.7134 2.7757 0.40
C 0.3508 1.9266 -3.6935 -0.74
C 1.7064 1.8044 -2.9683 0.77
O 2.0392 0.6464 -2.5923 -0.85
O 2.3400 2.8582 -2.7964 -0.76
H -0.1393 0.9563 -3.7921 0.19
H -0.3004 2.6015 -3.1342 0.21
H 0.4985 2.3488 -4.6871 0.22
```

The calculation puts the strongest force on any atom at 1.8 eV/Å. For the HOMO energy, the calculation gives -7.158 eV. For the gap between HOMO and LUMO, the calculation gives 6.736 eV.



Below is a cluster of 2 separate species, C5H10INSi in total in a non-equilibrium geometry, with properties calculated with ωB97M-V/def2-TZVPD.

Structure (XYZ):
```
18
Properties=species:S:1:pos:R:3:nbo_charge:R:1
C -2.3138 1.3294 0.2684 0.19
C 2.2522 0.0006 -0.0891 -1.09
C -0.3379 -0.7648 1.7552 -1.07
C -0.4427 -1.2497 -1.3126 -1.19
C -0.2943 1.5117 -0.2992 -0.80
N -3.4605 1.3668 0.3822 -0.44
Si 0.3138 -0.2446 0.0066 1.62
I -0.2466 2.2849 -2.2259 0.26
H 2.7750 -0.1935 -1.0439 0.25
H 2.4275 1.1265 -0.0669 0.24
H 2.7522 -0.4598 0.7198 0.24
H -1.0309 -1.5648 1.4956 0.25
H 0.4620 -0.8698 2.4101 0.24
H -0.8230 0.1190 2.2063 0.25
H -0.0847 -2.3350 -1.2094 0.26
H -1.5563 -1.5368 -1.0481 0.27
H -0.3245 -0.9600 -2.3487 0.26
H -0.0677 2.4399 0.3996 0.26
```

The calculation puts the strongest force on any atom at 4.6 eV/Å. For the HOMO energy, the calculation gives -10.027 eV. For the gap between HOMO and LUMO, the calculation gives 9.558 eV.



Below is a structure of composition C34H32B2CoF4IN6O4PS in a non-equilibrium geometry, with properties calculated with ωB97M-V/def2-TZVPD.

Structure (XYZ):
```
86
Properties=species:S:1:pos:R:3:mulliken_spin:R:1
Co -0.3941 1.5011 -0.2774 1.22
C 0.2061 2.2607 3.7509 0.00
C 0.2575 2.0939 2.2717 -0.02
N -0.6597 1.5216 1.5795 -0.09
O -1.7006 0.9360 2.1994 0.00
B -3.0403 1.0446 1.4833 0.02
F -3.9051 0.2780 2.2175 0.00
F -3.3805 2.3681 1.3518 0.00
O -3.0267 0.3829 0.1020 -0.01
N -2.0701 0.7772 -0.7601 -0.12
C -2.3332 0.8163 -2.0185 0.00
C -3.6790 0.5586 -2.6001 0.00
C -1.1392 1.1515 -2.8517 0.03
N -0.0943 1.3680 -2.1414 -0.12
O 1.0928 1.6118 -2.7239 0.01
B 2.2364 1.3713 -1.7716 0.03
F 2.0333 0.0786 -1.1491 0.00
F 3.3976 1.4214 -2.4577 0.00
O 2.2876 2.3802 -0.6665 0.00
N 1.2842 2.1916 0.2098 -0.09
C 1.4348 2.4919 1.4432 0.05
C 2.6720 3.0728 2.0277 0.00
C -1.1732 1.2117 -4.3368 0.00
H -0.8123 2.1277 4.1043 0.00
H 0.5744 3.2448 4.0393 0.00
H 0.8382 1.5172 4.2482 0.00
H -4.4344 0.6147 -1.8225 0.00
H -3.7245 -0.4318 -3.0588 0.00
H -3.8926 1.2917 -3.3781 0.00
H 3.4136 3.2389 1.2525 0.00
H 3.0850 2.4031 2.7880 0.00
H 2.4487 4.0183 2.5258 0.00
H -1.7704 0.3970 -4.7479 0.00
H -0.1631 1.1772 -4.7359 0.00
H -1.6310 2.1507 -4.6587 0.00
I 2.0928 -0.9579 1.9171 0.00
C 3.3047 -2.0697 0.6623 0.00
C 4.6093 -1.7195 0.4692 0.00
C 5.4503 -2.6090 -0.2312 0.00
C 4.9663 -3.8167 -0.6490 0.00
C 3.6010 -4.1616 -0.4688 0.00
C 3.0825 -5.4045 -0.8893 0.00
C 1.7517 -5.7065 -0.7378 0.00
C 0.8662 -4.7388 -0.2474 0.00
C 1.3409 -3.5227 0.2126 0.01
P 0.0705 -2.2752 0.5531 0.04
C -0.8395 -2.3278 -0.9672 -0.03
C -0.1253 -2.0413 -2.1433 -0.02
C -0.7019 -2.3312 -3.3644 0.00
C -1.9791 -2.8832 -3.4153 0.00
C -2.6922 -3.1419 -2.2461 0.00
C -2.1450 -2.8455 -1.0140 0.01
C -0.9115 -2.6091 1.9653 -0.01
C -2.1777 -2.0152 2.0877 0.01
C -2.9265 -2.2496 3.2270 0.00
C -2.4068 -3.0403 4.2433 0.00
C -1.1372 -3.6169 4.1299 0.00
C -0.3746 -3.3885 3.0079 0.00
C 2.7253 -3.2407 0.1551 0.00
H 5.0036 -0.7883 0.8547 0.00
H 6.4823 -2.3374 -0.4042 0.00
H 5.6199 -4.5343 -1.1288 0.00
H 3.7565 -6.1208 -1.3437 0.00
H 1.3699 -6.6731 -1.0369 0.00
H -0.1946 -4.9577 -0.2233 0.00
H 0.8751 -1.6334 -2.0951 0.00
H -0.1505 -2.1420 -4.2761 0.00
H -2.4232 -3.1204 -4.3745 0.00
H -3.6737 -3.5952 -2.2942 0.00
H -2.6958 -3.0698 -0.1124 0.00
H -2.5635 -1.3547 1.3195 0.00
H -3.8972 -1.7843 3.3280 0.00
H -2.9838 -3.1986 5.1456 0.00
H -0.7514 -4.2449 4.9222 0.00
H 0.6094 -3.8313 2.9191 0.00
S -1.4907 3.7360 -0.7463 0.06
C -0.7583 5.1386 -0.1732 0.00
N -1.3460 6.3285 -0.5338 0.00
C -0.8368 7.5341 -0.2179 0.00
C 0.3009 7.5986 0.5199 0.00
C 0.8346 6.3698 0.9337 0.00
N 0.3362 5.1906 0.6184 0.00
H -2.1996 6.2627 -1.0728 0.00
H -1.3735 8.4025 -0.5725 0.00
H 0.7505 8.5423 0.7844 0.00
H 1.7174 6.3568 1.5653 0.00
```

As for the expectation value of S²: 0.76. The calculation puts the strongest force on any atom at 1.7 eV/Å. The energy above the lowest of the compared OMol25 structures with the same formula, charge and spin is 0.000 eV. For the HOMO energy (alpha / beta), the calculation gives -12.821 / -12.797 eV. For the gap between HOMO and LUMO (alpha / beta), the calculation gives 4.102 / 4.071 eV. Its charge is +2. The spin multiplicity is 2.



Below is a structure of composition C28H36BrN6O5SZr, with properties calculated with ωB97M-V/def2-TZVPD.

Structure (XYZ):
```
78
Properties=species:S:1:pos:R:3:mulliken_charge:R:1
Zr 0.2705 0.1534 0.8018 0.66
O 1.9685 -5.1150 0.6370 -0.57
C 2.6086 -4.5655 -0.4411 1.06
C 3.3385 -5.3105 -1.3534 -0.92
C 3.9397 -4.6741 -2.4275 -0.54
C 3.8155 -3.3013 -2.5936 -1.32
C 3.0852 -2.5652 -1.6734 -0.07
C 2.4731 -3.1864 -0.5906 0.19
C 1.7136 -2.4167 0.4618 0.20
O 1.6742 -1.0518 0.1732 0.48
N 0.2931 -2.8632 0.6068 -0.47
N -0.6044 -1.9273 0.1492 0.74
C -1.6867 -2.3088 -0.4231 -0.78
C -2.7347 -1.3981 -0.8029 0.35
Br -2.2755 0.4546 -0.5534 -0.09
C -3.9223 -1.6796 -1.3649 -0.76
C -4.5154 -2.9990 -1.5495 0.48
C -5.2944 -3.2051 -2.6928 -0.52
C -5.8629 -4.4433 -2.9332 -0.62
C -5.6950 -5.4728 -2.0170 -0.44
C -4.9682 -5.2629 -0.8509 -0.64
C -4.3799 -4.0337 -0.6154 -0.31
H 2.1655 -6.0571 0.7048 0.35
H 3.4370 -6.3820 -1.2248 0.34
H 4.5103 -5.2574 -3.1373 0.45
H 4.2912 -2.8110 -3.4315 0.45
H 3.0010 -1.4912 -1.7822 0.33
H 2.1770 -2.5668 1.4431 0.20
H 0.1416 -3.7972 0.2361 0.38
H -1.8426 -3.3572 -0.6637 0.69
H -4.5042 -0.8453 -1.7446 0.46
H -5.4401 -2.3972 -3.3992 0.41
H -6.4513 -4.6021 -3.8263 0.41
H -6.1571 -6.4340 -2.1970 0.42
H -4.8845 -6.0527 -0.1169 0.41
H -3.8796 -3.8552 0.3285 0.51
C -1.0855 3.3439 3.3676 -0.60
C 0.0465 4.1420 2.6926 -0.67
C 0.2846 3.4402 1.3543 -0.44
O -0.4816 2.1902 1.4224 -0.01
C -1.6550 2.5067 2.2442 -0.49
H -1.8453 3.9865 3.8071 0.45
H -0.6916 2.6993 4.1527 0.22
H 0.9462 4.1344 3.3031 0.24
H -0.2355 5.1796 2.5289 0.33
H 1.3206 3.1686 1.1756 0.30
H -0.1075 4.0038 0.5075 0.37
H -2.1029 1.5669 2.5505 0.33
H -2.3503 3.0647 1.6140 0.33
N -2.1717 -1.8456 3.6215 -0.39
C -0.9581 -1.3356 3.4444 0.51
N 0.0531 -1.6778 4.2300 -0.27
O -0.7686 -0.4910 2.5010 -0.35
H -2.3938 -2.4527 4.3941 0.21
H -2.9247 -1.5265 3.0354 0.22
H -0.0550 -2.3069 5.0086 0.23
H 0.9353 -1.2050 4.0921 0.10
S 2.0081 0.7786 2.7170 -0.65
C 3.7250 0.6211 2.4328 0.61
N 4.5028 1.1546 3.4058 0.03
C 5.8505 1.1159 3.4100 -0.30
C 6.5151 0.5111 2.3774 -0.70
C 5.7575 -0.0439 1.3472 -0.45
C 4.3738 0.0116 1.3671 -0.21
H 4.0297 1.6072 4.1802 0.27
H 6.3387 1.5783 4.2558 0.46
H 7.5940 0.4748 2.3762 0.45
H 6.2540 -0.5331 0.5190 0.52
H 3.7831 -0.4213 0.5759 0.24
C 0.6279 0.2824 -2.9747 -1.05
C 1.0612 1.4069 -2.0961 0.61
N 1.6064 2.4736 -2.6348 -0.31
O 0.8806 1.3706 -0.8419 -0.40
H 1.2152 0.2311 -3.8892 0.52
H -0.4170 0.4474 -3.2503 0.30
H 0.7052 -0.6578 -2.4322 0.02
H 1.7649 2.5353 -3.6290 0.26
H 1.8737 3.2597 -2.0605 0.24
```

The calculation puts the strongest force on any atom at 0.3 eV/Å. The energy above the lowest of the compared OMol25 structures with the same formula, charge and spin is 0.000 eV. For the HOMO energy, the calculation gives -15.219 eV. For the gap between HOMO and LUMO, the calculation gives 7.228 eV. Its charge is +3.



Below is a cluster of 2 separate species, C6H13NO in total in a non-equilibrium geometry, with properties calculated with ωB97M-V/def2-TZVPD.

Structure (XYZ):
```
21
Properties=species:S:1:pos:R:3:nbo_charge:R:1
H 1.6956 2.5007 0.4578 0.34
N 1.6337 1.4819 0.4228 -0.64
C 0.9226 1.0678 -0.5440 0.24
C 0.3171 1.8376 -1.6749 -0.72
H 1.0813 -0.1072 -0.8709 0.16
H -0.2751 1.1691 -2.3013 0.25
H -0.3100 2.6361 -1.2734 0.23
H 1.1092 2.2825 -2.2812 0.24
C -0.8997 -0.0726 1.8593 -0.64
C -1.2292 -0.2268 0.3940 -0.49
C -0.1168 -1.1879 -0.6650 0.56
C 0.5617 -2.2310 0.1825 -0.72
O -0.5469 -1.3583 -1.7932 -0.58
H -0.0441 0.5933 2.0042 0.23
H -1.7440 0.3645 2.4019 0.21
H -0.6668 -1.0270 2.3371 0.20
H -1.6146 0.6905 -0.0542 0.21
H -2.0415 -0.9452 0.2622 0.21
H 1.2813 -1.7437 0.8405 0.24
H -0.1791 -2.7781 0.7682 0.25
H 1.0653 -2.9461 -0.4724 0.23
```

The calculation puts the strongest force on any atom at 5.7 eV/Å. The energy above the lowest of the compared OMol25 structures with the same formula, charge and spin is 3.551 eV. For the HOMO energy, the calculation gives -8.907 eV. The SMILES is [H]/N=C\C.CCC(C)=O. For the gap between HOMO and LUMO, the calculation gives 9.761 eV.



Below is a cluster of 4 separate species, C5H18N2O3 in total in a non-equilibrium geometry, with properties calculated with ωB97M-V/def2-TZVPD.

Structure (XYZ):
```
28
Properties=species:S:1:pos:R:3:nbo_charge:R:1
C -1.1892 1.2136 -2.2450 -0.42
N -1.7770 1.2076 -0.9386 -0.71
C -0.9224 1.6624 0.1416 0.00
C 0.2602 1.0521 0.3091 -0.22
C 1.4482 1.6177 1.0183 -0.45
C 2.4335 0.8906 1.8942 -0.20
N 1.9704 -0.1751 2.7461 -0.85
H -1.3841 0.4166 -2.9665 0.20
H -1.5016 2.2157 -2.8233 0.16
H -0.0900 1.3162 -2.4317 0.18
H -2.3123 0.2510 -0.8148 0.42
H -1.3300 2.4407 0.6571 0.19
H 0.3598 0.1185 -0.2440 0.18
H 0.9920 2.4853 1.6507 0.20
H 1.8617 2.2703 0.1595 0.24
H 3.1335 0.4103 1.0777 0.15
H 3.0892 1.5523 2.4451 0.19
H 0.9985 -0.3519 3.0978 0.38
H 2.5602 -0.3304 3.4841 0.36
O -0.5697 -2.6641 -2.3478 -0.97
H -0.4181 -2.6791 -3.2954 0.48
H 0.2370 -2.4613 -1.8319 0.49
O 0.8526 -2.1940 1.4898 -0.98
H 0.3529 -2.9157 1.9334 0.49
H 0.4080 -1.4032 1.1444 0.49
O -3.2751 -1.5557 -1.0270 -0.94
H -3.0026 -2.3639 -0.4185 0.48
H -3.1858 -2.0263 -1.8644 0.48
```

The calculation puts the strongest force on any atom at 4.7 eV/Å. The energy above the lowest of the compared OMol25 structures with the same formula, charge and spin is 4.011 eV. For the HOMO energy, the calculation gives -8.123 eV. The SMILES is CN/C=C/CCN.O.O.O. For the gap between HOMO and LUMO, the calculation gives 8.517 eV.



Number 1: energy -6113.68955 Ha. Number 2: energy -838.36007 Ha. Number 3: energy -4813.19773 Ha. Number 4: energy -4811.92720 Ha. Number 5: energy -366.30339 Ha. Number 6: energy -536.38965 Ha.